1.
51
Properties=species:S:1:pos:R:3:forces:R:3 method="wB97M-V/def2-TZVPD" smiles="C=N/C=C/CCC.O.O.O.O.O.O.O.O.O.O.O" de_lowest_ev=8.005 lumo_energy_ev=-0.06 multiplicity=1
C -2.84889 -1.61231 -2.04753 1.2 1.9 4.1
N -1.83438 -1.93052 -1.34095 -0.9 -1.9 -2.5
C -1.17925 -1.19065 -0.39475 1.9 1.8 -1.3
C -0.21171 -0.29421 -0.76828 -2.3 -1.8 4.2
C 0.58548 0.37082 0.30085 0.6 -1.1 -0.4
C -0.31097 1.21051 1.19471 2.8 -0.2 3.4
C -0.04691 2.69756 1.35701 -1.0 1.6 -0.6
H -3.38648 -0.79449 -1.55853 -0.7 0.1 -1.0
H -3.17840 -1.99815 -2.96747 -0.2 -1.2 -0.8
H -1.25130 -1.42763 0.64280 -0.2 -0.6 0.5
H -0.11747 0.14348 -1.64844 0.2 1.0 -4.4
H 1.46453 0.90887 -0.20190 -1.1 -0.6 1.1
H 0.93006 -0.53506 0.86374 0.5 1.2 -0.2
H -0.21328 0.80602 2.28788 0.3 0.5 -1.6
H -1.33106 0.99831 1.09436 -1.1 -0.2 -1.4
H -0.47195 2.90162 2.37527 0.6 0.8 -1.0
H 0.96812 3.15355 1.20136 -0.5 -1.2 0.7
H -0.60524 3.28355 0.57085 0.0 -0.5 0.9
O -2.13144 -0.14892 3.77300 0.9 -1.5 0.8
H -2.51705 -1.02331 3.99049 -0.1 0.8 -0.2
H -1.17108 -0.42357 3.85243 -1.2 0.5 0.0
O 0.01809 2.06943 -3.73861 -1.6 -1.9 1.7
H -0.58016 1.28491 -3.42102 1.6 1.8 -1.2
H -0.03158 2.64905 -2.95502 0.1 -0.1 -0.6
O 1.19692 -2.83188 1.02241 0.9 2.6 0.4
H 2.08363 -2.47923 0.70109 -1.2 -0.4 1.1
H 1.16205 -3.68632 0.69874 -0.4 -2.7 -1.0
O -0.76160 -0.90823 -3.71946 -0.6 -0.7 -1.8
H -0.52691 -1.73486 -3.26511 -0.1 0.3 0.1
H -1.27212 -1.22861 -4.51584 0.9 0.6 1.2
O 0.12849 -1.48793 3.58089 1.5 -2.7 -1.1
H 0.47511 -2.45728 3.50398 -0.9 2.5 0.5
H 0.24682 -1.24223 2.64163 0.0 -0.1 0.4
O -3.60911 1.50993 -1.20022 0.2 -0.2 3.6
H -3.37764 1.05440 -0.26895 -0.7 1.3 -3.3
H -3.33236 1.00075 -1.94793 0.5 -0.7 -0.1
O -3.35047 1.37357 2.00664 3.0 1.0 -0.7
H -2.31636 1.47750 2.06696 -3.5 0.0 -0.1
H -3.44576 0.85277 2.79594 -0.3 -0.5 0.6
O 2.50865 0.33801 -3.36107 8.4 0.6 0.7
H 1.78274 0.74976 -3.62823 -5.5 3.2 -2.1
H 3.30859 1.08438 -3.53767 -3.5 -3.2 0.8
O 3.41360 -1.53855 1.25109 0.9 -2.4 0.5
H 3.33514 -1.18421 0.39366 0.1 0.5 -2.5
H 3.31168 -0.77658 1.76502 -0.3 1.8 1.9
O 3.07434 1.01971 2.17199 0.9 0.5 -0.8
H 2.13012 1.14357 2.14937 -0.6 0.1 0.1
H 3.37766 1.33860 1.29313 -0.3 -0.2 0.9
O 3.21298 -1.13004 -1.40972 1.4 2.0 -1.4
H 4.17230 -0.82793 -1.73076 -3.5 -0.9 0.8
H 2.52384 -0.52792 -1.91987 2.5 -1.5 0.9

---

2.
107
Properties=species:S:1:pos:R:3:forces:R:3 method="wB97M-V/def2-TZVPD" smiles="CCCCCCCCCCC[C@@H](CCCCCCCCCC)O[C@@H]([C@H](I)OCC)P(O)(O)=S.CCCCCC" lumo_energy_ev=-0.22 multiplicity=1
C 3.42385 4.14999 0.46487 -0.2 0.7 0.8
C 3.14121 4.27198 2.00828 1.0 -0.6 -0.2
C 4.11280 3.31512 2.83948 -1.1 0.4 -0.1
C 3.28932 2.24436 3.65853 1.4 -0.1 0.6
C 3.48375 0.79293 3.10155 -1.2 -0.2 0.1
C 2.67122 0.52630 1.76655 0.8 0.4 1.1
C 1.14256 0.93326 1.89305 0.7 -0.5 -1.9
C 0.26715 -0.11459 1.07282 0.0 0.7 0.5
C -0.66312 -1.01897 1.99782 1.2 0.4 -1.1
C -0.42736 -2.51916 1.57306 0.0 0.3 1.1
C -1.59052 -3.50527 1.93916 0.8 0.1 -0.4
C -2.75337 -3.58462 0.89165 -1.2 0.2 1.8
C -3.83300 -2.43759 1.10441 0.1 -1.5 0.1
C -4.55902 -2.67958 2.48393 -0.9 -0.9 -0.7
C -6.11658 -2.41703 2.32328 0.0 0.6 1.4
C -6.41378 -0.90299 2.68265 -0.4 -0.4 -1.8
C -6.65138 -0.12224 1.31181 1.3 0.4 1.0
C -6.04387 1.31926 1.48425 -0.4 -0.8 -0.9
C -6.06877 2.17675 0.16002 0.1 0.4 1.5
C -5.60887 3.65990 0.54484 0.0 -1.3 -0.9
C -4.07707 3.87900 0.28498 0.0 0.1 1.0
C -3.14785 3.10106 1.30709 -0.3 -0.2 0.0
O -2.32156 -3.74702 -0.46689 -0.7 1.4 0.3
C -2.12604 -2.54615 -1.16358 2.2 -0.1 -0.9
C -0.89469 -2.79558 -2.16115 -0.2 0.8 0.3
I 0.26080 -4.59417 -1.61577 -0.1 0.5 -0.3
O -0.07281 -1.62830 -2.14447 -0.8 -1.0 -0.9
C 0.61629 -1.56550 -3.39420 1.6 0.7 -1.2
C 1.61216 -0.36099 -3.49362 -0.2 -0.6 -0.4
P -3.56615 -2.06013 -2.29347 -3.4 -0.9 -0.6
O -4.50180 -0.83831 -1.55460 2.7 -0.9 -1.2
O -3.05671 -1.40953 -3.75461 0.0 -0.1 2.4
S -4.78279 -3.55856 -2.59762 1.1 0.9 0.1
H 4.33858 4.75107 0.24645 -0.6 -0.6 -0.1
H 2.56519 4.58821 -0.10327 0.8 -0.5 0.2
H 3.61434 3.08797 0.19031 -0.3 0.8 0.0
H 2.08771 3.99463 2.23170 0.7 0.3 -0.1
H 3.34264 5.31600 2.35475 -0.5 -0.7 -0.4
H 4.83023 2.78754 2.16346 -0.5 0.5 0.4
H 4.70430 3.97038 3.51799 -0.3 -0.7 -0.3
H 3.70263 2.24852 4.70407 -0.4 -0.1 -0.8
H 2.21852 2.53739 3.76461 0.8 -0.3 -0.3
H 3.07139 0.06299 3.85003 0.4 0.6 -0.5
H 4.56914 0.54504 2.99099 -0.8 0.3 0.0
H 3.18985 1.10366 0.96161 -0.6 -0.5 0.3
H 2.80502 -0.55606 1.53225 -0.3 0.7 0.1
H 1.05826 1.89590 1.32537 -0.1 -0.5 1.0
H 0.81880 1.04250 2.94970 0.2 -0.1 -0.7
H -0.33925 0.44626 0.31165 0.3 -0.5 0.7
H 0.99574 -0.71962 0.48098 -0.8 0.2 0.5
H -0.33205 -0.80261 3.04587 -0.6 -0.5 -0.7
H -1.70674 -0.65770 1.86163 0.6 -0.5 0.3
H 0.47533 -2.86260 2.14738 -0.6 0.3 -0.6
H -0.12283 -2.52264 0.50470 -0.4 -0.3 0.7
H -1.96778 -3.20268 2.95152 0.0 -0.3 -0.9
H -1.15222 -4.52289 2.07864 -0.3 0.7 -0.3
H -3.32131 -4.51997 1.13821 0.5 0.7 -0.5
H -3.40505 -1.41875 0.98983 -0.4 -0.6 0.1
H -4.60315 -2.63588 0.31675 0.7 0.5 0.5
H -4.11792 -2.11554 3.33502 -0.4 -0.2 -0.6
H -4.47745 -3.76591 2.76139 0.3 0.9 -0.3
H -6.47045 -2.65407 1.29079 0.4 0.2 0.8
H -6.71577 -3.07595 3.00661 0.7 0.4 -0.5
H -7.30435 -0.76918 3.33504 0.7 -0.1 -0.2
H -5.48963 -0.49502 3.15338 -0.9 -0.1 -0.1
H -7.72184 -0.09802 1.00975 0.7 0.0 0.2
H -6.06073 -0.67995 0.54060 -0.6 0.6 0.4
H -6.59815 1.84154 2.29897 0.3 -0.2 -0.6
H -4.99499 1.17512 1.84724 -0.8 0.2 -0.4
H -5.37903 1.72783 -0.59375 -0.6 0.3 0.4
H -7.11245 2.17501 -0.24557 0.9 0.0 0.2
H -6.25777 4.35485 -0.04313 0.8 -0.2 0.6
H -5.80920 3.76802 1.63636 0.1 0.3 -0.8
H -3.77715 3.56730 -0.74157 -0.4 0.5 0.6
H -3.87198 4.96445 0.45061 -0.1 -0.7 -0.5
H -2.27155 3.72242 1.59810 -0.5 -0.5 -0.4
H -2.79264 2.12270 0.89106 -0.2 0.8 0.3
H -3.68284 2.84422 2.25490 0.3 0.4 -0.7
H -1.79565 -1.68623 -0.52741 -0.4 -0.6 -0.4
H -1.21604 -2.98726 -3.20762 0.1 -0.1 0.8
H 1.21660 -2.49545 -3.57094 -0.6 0.5 0.4
H -0.07933 -1.47694 -4.27410 0.2 -0.1 1.0
H 1.07584 0.61025 -3.43263 0.5 -0.6 0.2
H 2.47472 -0.44194 -2.79066 -0.9 0.2 -0.3
H 2.05464 -0.42080 -4.52333 -0.4 0.1 0.8
H -3.85747 -0.12164 -1.40554 -0.6 0.3 0.3
H -2.65353 -0.54344 -3.57797 0.1 0.0 -0.3
C 6.68668 -2.46234 -4.41243 -0.1 0.0 -0.1
C 6.73026 -0.94372 -4.53434 0.2 -0.1 0.0
C 7.49124 -0.26717 -3.39388 0.0 0.1 0.0
C 6.88955 -0.47128 -2.00184 0.0 -0.1 0.0
C 5.44101 -0.00880 -1.84657 0.1 0.1 0.1
C 5.25827 1.48708 -2.07283 -0.2 -0.1 0.0
H 6.16284 -2.78063 -3.50892 0.0 0.0 0.0
H 6.16167 -2.89561 -5.26680 0.0 0.0 0.1
H 7.69583 -2.88062 -4.39058 0.0 0.0 0.0
H 5.71122 -0.55075 -4.60125 0.0 0.0 0.0
H 7.22026 -0.68461 -5.47768 0.0 0.0 0.0
H 7.56399 0.80390 -3.60692 0.0 0.0 0.0
H 8.52115 -0.63950 -3.38346 0.0 0.0 0.0
H 7.51148 0.06477 -1.27642 0.0 0.0 0.0
H 6.95406 -1.52859 -1.72663 0.0 0.0 0.0
H 5.10728 -0.25135 -0.83248 0.0 0.0 0.0
H 4.78764 -0.56642 -2.52495 0.1 0.0 0.0
H 5.86842 2.06345 -1.37316 0.0 0.0 0.0
H 4.21334 1.76611 -1.91646 0.0 0.1 0.0
H 5.52861 1.77943 -3.08928 0.0 0.0 0.0

---

3.
17
Properties=species:S:1:pos:R:3:forces:R:3 method="wB97M-V/def2-TZVPD" de_lowest_ev=0.185 lumo_energy_ev=-3.84 multiplicity=1 total_charge=+1
Mg -5.89334 -0.44777 13.01285 -1.2 0.4 0.1
Cl -8.04715 -1.36867 13.13024 0.5 0.1 0.0
O -5.64117 0.28802 14.91895 0.0 0.1 0.9
H -6.22097 0.08349 15.66984 -0.1 -0.1 -0.3
H -5.17713 1.09533 15.16881 0.0 -0.1 0.0
O -3.92578 0.53491 12.79739 0.4 0.1 -0.2
H -3.69700 1.46711 12.90496 0.0 -0.1 -0.1
H -3.11118 0.11394 12.48490 -0.2 0.0 0.2
O -4.93461 -2.09977 13.40606 0.9 -1.3 0.1
H -5.20683 -2.90057 12.93020 -0.2 0.2 0.1
H -4.51114 -2.42189 14.21387 -0.1 0.2 0.0
O -5.81583 -0.67291 10.99102 0.6 -0.1 -0.9
H -6.15507 -1.35332 10.39057 -0.2 0.1 0.3
H -5.14128 -0.19035 10.49010 -0.2 -0.1 0.1
O -6.56165 1.43306 12.58945 -0.2 1.0 -0.4
H -7.32296 1.57631 12.00483 0.0 -0.3 0.2
H -6.15508 2.30037 12.70398 -0.2 -0.1 0.0

---

4.
23
Properties=species:S:1:pos:R:3:forces:R:3 method="wB97M-V/def2-TZVPD" de_lowest_ev=1.296 lumo_energy_ev=2.98 multiplicity=1 total_charge=-1
C -2.29118 0.66805 1.17374 0.2 1.6 -1.1
C 0.82457 -0.51107 -0.72725 2.9 -0.1 0.9
C 0.14481 -2.71946 -1.48009 -1.0 -1.3 1.4
C -2.05759 0.52292 -0.34096 -1.7 -1.1 -0.4
C 1.61343 2.55870 1.79275 -1.7 1.6 -0.3
C -0.14175 -1.23497 -1.57926 -1.1 -0.3 1.9
N 2.09147 -0.98159 -0.68636 0.1 0.8 0.8
N 0.72249 0.54828 0.08627 0.0 -0.3 -0.2
N 2.75517 -0.19266 0.21850 -1.1 -0.4 -1.2
N 1.92401 0.69996 0.64079 0.0 -0.4 0.2
O -1.18947 0.43393 1.84166 0.7 0.1 1.5
O -3.32447 1.11404 1.66093 1.1 -1.2 -0.5
S 2.22162 3.84674 0.90135 -0.3 -1.2 1.1
S -1.86057 -1.21930 -0.87294 -0.4 -0.2 0.0
H 1.09806 -3.06692 -1.71986 1.9 0.2 -0.5
H -0.48772 -3.24988 -2.14626 -1.0 -0.5 -0.7
H -0.04475 -3.21203 -0.44881 0.1 1.4 -1.4
H -1.04795 0.71791 -0.67240 -0.5 1.9 0.3
H -2.93131 0.95095 -0.87509 1.0 0.0 0.1
H 1.92981 2.22284 2.79001 0.7 0.0 -0.7
H 0.50055 2.33954 1.69127 1.6 0.1 -0.2
H -0.15030 -0.80699 -2.56407 0.0 -0.2 -0.7
H -0.29893 0.57101 1.31605 -1.6 -0.6 -0.4